[1]
Molecular formula: C18H19F5N3O10P2TeY
Method: DFT, ωB97M-V/def2-TZVPD

```
! wB97M-V def2-TZVPD RIJCOSX def2/J DEFGRID3
* xyz 0 1
C -7.04 0.19 2.14
H 4.15 -2.02 0.46
C -2.94 1.31 -0.19
O -1.21 -0.27 0.03
H 4.17 1.68 -2.08
P 2.01 -0.30 1.83
H -5.51 1.65 2.56
H -8.56 -1.30 2.04
C -4.84 -0.64 0.29
C -2.51 -0.03 0.05
N -1.96 2.23 -0.42
H 3.76 -0.03 3.05
C -3.64 3.92 -0.68
N -6.65 1.02 -0.01
H -6.28 -2.62 7.37
C -7.75 -0.89 2.63
F 2.75 5.04 1.06
O 0.94 0.88 2.01
F 4.63 3.93 -0.25
O -6.06 -1.30 5.87
H 1.32 1.73 2.41
F 1.16 3.10 0.03
H -3.18 -2.01 0.43
C 4.17 -1.33 -0.38
N -7.46 0.75 0.88
C -4.63 3.00 -0.46
O 3.40 0.35 2.24
H -5.68 3.30 -0.49
H -6.59 -3.30 5.76
O 3.28 -0.43 -3.46
Te 3.35 3.30 1.03
C -6.43 -0.86 4.64
H -3.86 4.96 -0.88
C -5.75 0.26 4.16
C -2.30 3.49 -0.64
F 2.12 3.06 2.63
H -1.49 4.19 -0.80
H 4.68 -1.81 -1.21
C -6.73 -2.43 6.39
H 4.69 -0.42 -0.11
H -4.99 0.71 4.79
C -6.04 0.78 2.92
O 1.71 -1.58 2.45
H -5.58 -1.41 0.48
C -5.27 0.65 0.08
F 4.62 3.64 2.35
O 1.13 0.48 -2.25
H -7.80 -2.23 6.52
C -4.31 1.66 -0.20
C 2.76 -1.04 -0.83
O 2.08 -2.20 -0.99
O 2.04 -0.20 0.24
C -3.48 -0.99 0.26
H 1.26 -2.05 -1.49
C -7.44 -1.43 3.87
P 2.62 0.13 -2.28
Y 0.25 1.25 -0.38
H -8.00 -2.29 4.23
O 3.30 1.48 -1.70
*
```

Summary:
relative energy (zero: lowest compared OMol25 entry of this formula, charge and spin)	0.0	kJ/mol
E_LUMO	-0.793	eV
Kohn-Sham gap	7.2	eV

=====

[2]
Molecular formula: C18H19FNO10Pb
Method: DFT, ωB97M-V/def2-TZVPD

```
! wB97M-V def2-TZVPD RIJCOSX def2/J DEFGRID3
* xyz -2 2
H -2.74 -1.52 3.35
C 0.56 5.04 2.11
H 0.16 -3.32 3.25
H -3.85 -2.03 1.18
O -0.77 1.93 1.17
C 1.26 2.29 2.53
H -1.77 -3.49 0.52
O 0.04 6.23 2.10
H 1.43 -2.08 -2.88
Pb 0.42 -0.29 0.66
H -2.93 -0.39 1.36
C 0.20 1.06 -4.85
C -2.91 -1.47 1.26
C 2.13 3.34 3.03
H 2.46 -2.21 -1.50
O 1.86 0.87 -1.02
C 1.59 1.63 -4.54
C -0.72 -2.98 -1.41
C -2.15 -1.93 2.53
H -1.60 0.24 -4.14
C -0.65 0.69 -3.88
O 2.70 5.51 3.10
O 1.57 1.10 2.64
O -0.25 0.86 -6.03
O -0.74 -1.49 2.52
H -2.33 -3.01 2.63
H 1.64 -3.68 -2.20
H -2.78 -3.27 -0.98
C 1.78 4.66 2.79
C 2.01 1.67 -3.28
H -2.35 -1.20 -0.77
C 1.56 -2.62 -1.94
C 0.01 -2.27 3.50
H -1.20 4.35 1.02
C -0.02 2.76 1.65
H -1.17 -2.44 -2.25
N -2.10 -1.67 0.09
F 2.57 -1.09 1.47
H -0.52 -2.14 4.44
C -1.86 -3.03 -0.46
O 2.25 2.28 -5.34
O -0.75 0.07 -1.49
C 1.34 1.08 -2.15
C -0.26 4.09 1.48
H -0.45 -3.89 -1.97
H 3.05 3.03 3.49
H 0.94 -1.72 3.68
O 0.54 -2.35 -0.96
C -0.13 0.60 -2.47
H 2.93 2.18 -3.00
*
```

Summary:
E_LUMO (alpha / beta)	4.058 / 2.289	eV
Kohn-Sham gap (alpha / beta)	5.4 / 3.7	eV

=====

[3]
Molecular formula: C18H19MnN9SSi
Method: DFT, ωB97M-V/def2-TZVPD

```
! wB97M-V def2-TZVPD RIJCOSX def2/J DEFGRID3
* xyz 0 6
H -1.76 2.11 -0.40
C -1.05 4.82 -0.73
N 0.12 5.38 0.93
H -2.62 -5.23 -1.42
H -2.84 4.25 -1.72
N -3.73 0.37 5.82
C -1.15 -0.35 3.60
N -0.56 3.68 -0.12
Mn 0.25 0.51 0.98
C 3.94 -1.54 0.91
H -3.84 -1.97 -2.50
C -0.60 -0.69 -0.36
N -0.65 0.05 2.62
H -1.40 -4.71 -0.25
C 3.16 0.92 0.07
N 7.28 -1.54 -0.13
C -0.22 -3.65 -3.15
C 2.67 -1.06 1.12
C -1.00 -1.61 -1.07
C -2.82 -0.16 5.34
H 4.22 -2.53 1.25
C 0.20 4.04 0.96
N -0.64 5.86 -0.10
C -1.92 4.80 -1.93
C -1.16 -1.97 5.36
H -3.00 -3.98 -0.23
N 2.27 0.16 0.72
C 4.45 0.52 -0.19
C -1.72 -0.82 4.75
H -2.71 -1.58 -3.79
S 0.99 3.04 2.02
H -3.48 -3.17 -3.75
H -2.17 5.82 -2.21
N -0.78 2.35 -0.45
H 0.62 -3.99 -2.54
C 6.20 -1.19 0.03
N -0.69 -2.91 5.83
Si -1.63 -3.03 -2.07
C -2.22 -4.37 -0.89
H 5.14 1.17 -0.71
C -3.05 -2.38 -3.13
H -1.42 4.31 -2.76
H 0.15 -2.87 -3.81
H 0.55 6.01 1.59
H 1.93 -1.65 1.64
H 2.81 1.90 -0.22
C 4.87 -0.74 0.24
H -0.43 2.14 -1.37
H -0.54 -4.49 -3.78
*
```

Summary:
relative energy (zero: lowest compared OMol25 entry of this formula, charge and spin)	81.6	kJ/mol
E_LUMO (alpha / beta)	-1.399 / -1.536	eV
Kohn-Sham gap (alpha / beta)	6.3 / 6.3	eV

=====

Largest force on an atom
In order: 0.545 7.378 1.717
Unit: eV Å⁻¹
E
In order: -3102.87527 -1797.04515 -3028.74601
Unit: hartree